No. 1
Molecular formula: C48H55F9NO4PSSiW
Method: DFT, the ωB97M-V functional and the def2-TZVPD basis

Geometry as XYZ:
```
121
Properties=species:S:1:pos:R:3:lowdin_charge:R:1
W -1.070 -0.220 0.177 1.20
C -1.320 -0.101 6.019 -0.06
C -2.697 -0.246 6.100 -0.06
C -3.446 -0.301 4.941 -0.01
C -2.807 -0.210 3.699 -0.21
N -1.486 -0.089 3.642 0.09
C -0.766 -0.027 4.755 -0.12
C -3.559 -0.303 2.404 -0.18
C -4.953 -0.215 2.475 -0.06
C -5.776 -0.468 1.392 -0.08
C -5.198 -0.892 0.208 -0.08
C -3.819 -0.927 0.100 -0.13
C -2.945 -0.544 1.147 -0.24
H -0.699 -0.058 6.903 0.10
H -3.186 -0.325 7.063 0.11
H -4.513 -0.438 5.015 0.10
H 0.307 0.083 4.621 0.10
H -5.417 0.069 3.408 0.10
H -6.850 -0.373 1.486 0.11
H -5.812 -1.186 -0.634 0.11
H -3.408 -1.267 -0.840 0.08
C 4.348 -0.961 -1.663 -0.01
C 3.988 -0.509 -0.252 -0.63
C 5.042 -0.974 0.745 -0.02
C 3.841 1.006 -0.219 -0.02
O 2.705 -1.008 0.142 -0.17
Si 2.084 -2.512 0.308 -0.09
S -0.004 -2.356 0.603 0.44
O 2.732 -3.319 1.570 -0.15
C 2.530 -3.358 2.987 -0.64
C 2.121 -1.982 3.506 -0.05
C 3.864 -3.774 3.587 -0.03
C 1.453 -4.391 3.290 -0.03
O 2.446 -3.358 -1.032 -0.15
C 2.545 -4.751 -1.345 -0.64
C 2.607 -4.829 -2.862 -0.03
C 1.309 -5.474 -0.819 -0.03
C 3.816 -5.327 -0.731 -0.02
H 5.297 -0.505 -1.952 0.09
H 3.578 -0.649 -2.371 0.08
H 4.444 -2.045 -1.723 0.08
H 6.016 -0.551 0.493 0.09
H 5.122 -2.063 0.741 0.09
H 4.773 -0.653 1.754 0.08
H 4.758 1.488 -0.564 0.09
H 3.626 1.351 0.797 0.08
H 3.015 1.312 -0.866 0.08
H 2.851 -1.231 3.190 0.08
H 2.081 -1.992 4.597 0.09
H 1.139 -1.704 3.119 0.04
H 4.617 -3.003 3.412 0.08
H 4.205 -4.702 3.124 0.09
H 3.768 -3.934 4.662 0.09
H 0.529 -4.129 2.773 0.05
H 1.254 -4.432 4.364 0.09
H 1.776 -5.379 2.957 0.09
H 1.708 -4.391 -3.299 0.08
H 2.686 -5.868 -3.187 0.09
H 3.475 -4.279 -3.232 0.09
H 0.405 -5.000 -1.205 0.08
H 1.276 -5.434 0.273 0.07
H 1.321 -6.521 -1.128 0.09
H 4.697 -4.851 -1.167 0.09
H 3.873 -6.400 -0.923 0.09
H 3.825 -5.158 0.346 0.07
C -2.320 5.143 -1.926 -0.04
C -3.225 4.451 -0.936 -0.26
C -4.440 5.069 -0.640 -0.04
C -5.369 4.507 0.221 -0.07
C -5.098 3.288 0.820 -0.07
C -3.898 2.656 0.542 -0.08
C -2.955 3.221 -0.324 -0.29
P -1.427 2.219 -0.436 1.10
C -0.713 2.295 -2.136 -0.25
C 0.431 2.968 -2.280 -0.08
C 1.334 3.164 -3.420 -0.05
C 1.216 2.783 -4.685 -0.01
C 0.108 2.031 -5.328 -0.22
C -1.431 1.420 -3.184 -0.21
C -2.954 1.543 -2.940 0.00
C -0.275 3.077 0.674 -0.30
C -0.186 4.458 0.829 -0.07
C 0.732 5.003 1.711 -0.07
C 1.552 4.161 2.457 -0.07
C 1.434 2.786 2.332 -0.04
C 0.511 2.223 1.451 -0.27
C 0.329 0.738 1.375 -0.31
H -2.437 6.224 -1.838 0.09
H -2.586 4.866 -2.948 0.08
H -1.268 4.900 -1.797 0.05
H -4.655 6.024 -1.106 0.11
H -6.300 5.022 0.419 0.11
H -5.811 2.826 1.492 0.10
H -3.688 1.699 0.999 0.06
H 0.783 3.482 -1.393 0.10
H 2.235 3.712 -3.171 0.11
H 2.003 3.043 -5.383 0.12
H 0.386 1.002 -5.543 0.14
H -3.523 1.072 -3.729 0.09
H -3.231 2.592 -2.901 0.09
H -3.227 1.071 -2.000 0.07
H -0.832 5.119 0.265 0.10
H 0.807 6.077 1.819 0.10
H 2.272 4.580 3.148 0.10
H 2.047 2.128 2.937 0.11
H -0.531 0.440 2.061 0.03
H 1.209 0.192 1.710 0.04
F -2.847 -0.854 -4.409 0.16
C -1.589 -1.111 -4.051 -0.54
F -0.822 -1.041 -5.153 0.16
F -1.573 -2.368 -3.623 0.18
C -1.039 -0.132 -2.953 -0.26
O -1.578 -0.557 -1.765 -0.32
C -1.234 2.028 -4.605 -0.40
F -2.099 1.422 -5.466 0.11
F -1.635 3.336 -4.522 0.10
F -0.126 2.642 -6.560 0.02
C 0.493 -0.434 -2.819 -0.54
F 1.283 0.076 -3.763 0.17
F 0.910 0.093 -1.642 0.09
F 0.727 -1.736 -2.765 0.18
```

expectation value of S²	2.026
E_HOMO (alpha / beta)	-7.1 / -8.4	eV
gap between HOMO and LUMO (alpha / beta)	6.9081 / 7.7127	eV
spin multiplicity	3


No. 2
Molecular formula: C48H55N4O6S2Sb2ScSe2
Method: DFT, the ωB97M-V functional and the def2-TZVPD basis

Geometry as XYZ:
```
120
Properties=species:S:1:pos:R:3:lowdin_charge:R:1
Sc 0.555 0.220 0.122 0.44
O 0.446 4.160 3.286 -0.10
C -0.589 3.277 2.914 -0.26
C -0.691 2.030 3.805 -0.56
C -1.054 2.454 5.252 -0.24
O -0.157 3.369 5.823 -0.08
C 0.632 1.263 3.891 -0.47
Se 1.870 1.268 2.310 0.63
C -1.859 1.172 3.328 -0.49
Se -1.837 0.479 1.437 0.56
H 1.274 3.703 3.058 0.04
H -0.460 2.942 1.879 0.04
H -1.524 3.844 2.974 0.14
H -1.066 1.573 5.907 0.12
H -2.073 2.879 5.247 0.12
H 0.157 3.924 5.084 0.06
H 0.438 0.212 4.102 0.03
H 1.240 1.670 4.702 0.06
H -2.785 1.755 3.372 0.05
H -1.963 0.300 3.978 0.04
C 3.590 -0.544 -1.471 -0.15
N 2.574 0.414 -1.058 -0.03
C 2.891 1.663 -1.175 -0.12
C 1.967 2.701 -0.937 -0.38
C 2.158 4.093 -1.018 -0.06
C 0.938 4.669 -0.705 -0.10
C 0.061 3.612 -0.449 -0.23
N 0.660 2.421 -0.581 -0.07
C 3.559 -0.641 -2.978 -0.20
C 2.388 -1.046 -3.605 -0.04
C 2.286 -1.076 -4.982 -0.09
C 3.367 -0.700 -5.763 -0.11
C 4.540 -0.291 -5.153 -0.11
C 4.635 -0.256 -3.770 -0.05
H 3.357 -1.509 -1.009 0.12
H 4.587 -0.219 -1.136 0.12
H 3.910 1.957 -1.475 0.14
H 3.076 4.592 -1.278 0.09
H 0.703 5.716 -0.655 0.08
H -0.980 3.682 -0.167 0.08
H 1.550 -1.334 -2.994 0.05
H 1.363 -1.392 -5.446 0.10
H 3.293 -0.723 -6.843 0.09
H 5.387 0.006 -5.761 0.09
H 5.559 0.069 -3.310 0.10
C -2.974 -4.952 1.644 -0.35
Sb -1.283 -3.832 0.751 1.36
C -1.079 -5.358 -0.810 -0.32
C 0.050 -4.955 2.064 -0.29
H -2.723 -6.002 1.732 -0.02
H -3.868 -4.865 1.036 -0.03
H -3.195 -4.559 2.632 -0.02
H -1.113 -6.346 -0.360 -0.01
H -0.127 -5.215 -1.306 -0.02
H -1.882 -5.258 -1.535 -0.01
H -0.090 -6.013 1.865 0.00
H -0.210 -4.753 3.100 0.00
H 1.088 -4.693 1.897 -0.01
C -5.977 1.225 -1.405 -0.05
C -5.451 2.624 -1.317 -0.30
C -6.308 3.648 -0.929 -0.07
C -5.869 4.954 -0.823 -0.11
C -4.551 5.251 -1.122 -0.11
C -3.698 4.234 -1.506 -0.16
C -4.121 2.913 -1.614 -0.31
Sb -2.349 1.581 -1.967 1.57
C -3.327 -0.329 -2.451 -0.36
C -3.682 -1.038 -1.310 -0.23
C -4.251 -2.297 -1.377 -0.11
C -4.480 -2.873 -2.614 -0.10
C -4.086 -2.199 -3.754 -0.07
C -3.487 -0.944 -3.693 -0.31
C -3.015 -0.320 -4.972 -0.05
C -2.214 2.448 -3.998 -0.32
C -3.318 3.036 -4.593 -0.15
C -3.237 3.626 -5.843 -0.11
C -2.030 3.629 -6.519 -0.11
C -0.919 3.051 -5.931 -0.06
C -0.993 2.465 -4.672 -0.32
C 0.241 1.887 -4.052 -0.06
H -7.064 1.210 -1.355 0.07
H -5.581 0.636 -0.580 0.08
H -5.652 0.755 -2.331 0.07
H -7.341 3.416 -0.699 0.10
H -6.548 5.737 -0.508 0.09
H -4.188 6.268 -1.045 0.09
H -2.665 4.467 -1.742 0.08
H -3.504 -0.596 -0.338 0.00
H -4.512 -2.818 -0.467 0.09
H -4.944 -3.846 -2.690 0.09
H -4.234 -2.660 -4.723 0.10
H -3.061 -1.039 -5.789 0.07
H -1.987 0.019 -4.861 0.07
H -3.621 0.546 -5.237 0.07
H -4.261 3.030 -4.066 0.09
H -4.116 4.075 -6.289 0.09
H -1.957 4.080 -7.500 0.09
H 0.027 3.059 -6.459 0.10
H 1.010 1.700 -4.801 0.08
H 0.032 0.958 -3.520 0.03
H 0.640 2.588 -3.317 0.08
O 0.398 -2.823 -1.471 -0.59
S -0.645 -1.894 -1.951 0.72
N -0.410 -0.466 -1.632 -0.51
O 3.526 -4.520 2.849 -0.33
S 3.448 -3.077 2.964 0.63
O 4.686 -2.444 3.335 -0.32
N 2.776 -2.418 1.629 0.02
C 1.550 -2.054 1.866 -0.58
O 0.760 -1.550 1.019 -0.28
C 1.076 -2.260 3.267 -0.19
C -0.198 -2.037 3.763 -0.06
C -0.424 -2.269 5.113 -0.07
C 0.601 -2.713 5.936 -0.08
C 1.872 -2.958 5.424 -0.04
C 2.085 -2.720 4.088 -0.19
H -0.985 -1.696 3.105 0.06
H -1.410 -2.093 5.522 0.10
H 0.408 -2.880 6.989 0.10
H 2.668 -3.323 6.054 0.11
```

E_HOMO	-2.4	eV
net charge	-2
gap between HOMO and LUMO	6.3904	eV


No. 3
Molecular formula: C48H56AsBiBrN5O5PS
Method: DFT, the ωB97M-V functional and the def2-TZVPD basis

Geometry as XYZ:
```
119
Properties=species:S:1:pos:R:3:lowdin_charge:R:1
Bi -0.316 0.142 0.445 1.77
N -2.858 0.708 1.096 -0.05
N -3.557 -0.171 0.247 0.00
C -2.992 -0.882 -0.807 -0.72
O -3.760 -1.486 -1.525 0.07
O -1.709 -0.893 -0.923 -0.29
H -3.224 0.603 2.041 0.09
H -2.983 1.683 0.793 -0.02
H -4.550 -0.006 0.117 0.15
C 3.690 -1.436 2.588 -0.11
C 3.335 -0.066 3.166 -0.51
C 4.274 0.984 2.584 -0.12
P 1.526 0.239 2.679 1.05
C 0.839 1.626 3.784 -0.53
C -0.546 1.206 4.270 -0.15
C 1.698 2.136 4.934 -0.11
C 0.823 -1.253 3.462 -0.34
C 1.121 -1.585 4.781 -0.08
C 0.758 -2.793 5.345 -0.29
C 1.043 -3.114 6.783 -0.06
C 0.132 -3.721 4.516 -0.04
C -0.191 -3.412 3.219 -0.01
C 0.077 -2.143 2.660 -0.31
N -0.366 -1.818 1.418 -0.15
C -1.081 -2.819 0.717 -0.29
C -0.438 -3.506 -0.316 -0.21
C 1.017 -3.293 -0.569 -0.02
C -1.151 -4.426 -1.061 -0.01
C -2.482 -4.706 -0.786 -0.27
C -3.244 -5.682 -1.633 -0.05
C -3.080 -4.070 0.287 -0.01
C -2.401 -3.129 1.048 -0.23
C -3.091 -2.505 2.228 -0.04
H 4.760 -1.623 2.678 0.08
H 3.418 -1.463 1.533 0.07
H 3.152 -2.232 3.100 0.07
H 3.432 -0.081 4.258 0.10
H 4.207 0.952 1.501 0.05
H 5.302 0.766 2.873 0.08
H 4.027 1.986 2.928 0.06
H 0.699 2.456 3.076 0.07
H -0.484 0.431 5.030 0.07
H -1.137 0.826 3.436 0.04
H -1.065 2.059 4.698 0.01
H 1.894 1.363 5.671 0.06
H 1.169 2.947 5.434 0.08
H 2.648 2.527 4.579 0.06
H 1.670 -0.877 5.388 0.10
H 1.584 -2.306 7.269 0.07
H 1.638 -4.023 6.864 0.07
H 0.113 -3.276 7.325 0.07
H -0.107 -4.705 4.893 0.11
H -0.657 -4.162 2.599 0.11
H 1.229 -2.253 -0.797 0.03
H 1.357 -3.924 -1.386 0.08
H 1.582 -3.538 0.329 0.09
H -0.656 -4.935 -1.878 0.12
H -2.640 -6.569 -1.825 0.07
H -3.492 -5.220 -2.588 0.07
H -4.169 -5.984 -1.146 0.07
H -4.111 -4.287 0.528 0.12
H -3.187 -3.236 3.034 0.08
H -4.089 -2.176 1.944 0.08
H -2.526 -1.656 2.605 0.06
O 1.776 -0.402 -0.367 -0.48
O 2.646 0.598 -0.044 -0.29
C 3.082 2.859 -0.245 -0.11
O 2.226 1.841 -0.667 -0.27
H 4.130 2.619 -0.448 0.09
H 2.956 3.083 0.820 0.08
H 2.776 3.718 -0.839 0.09
S -3.919 3.764 -0.109 0.53
C -2.698 3.099 -0.915 -0.99
N -1.768 2.608 -1.422 0.01
Br -2.559 4.165 3.639 0.74
C -1.572 4.602 2.080 -0.79
C -1.609 5.901 1.608 -0.14
C -0.873 6.162 0.464 -0.06
C -0.147 5.138 -0.124 -0.06
C -0.185 3.876 0.455 -0.19
N -0.874 3.623 1.558 0.04
H -2.204 6.658 2.096 0.10
H -0.880 7.155 0.038 0.11
H 0.417 5.303 -1.028 0.10
H 0.358 3.041 0.033 0.05
C 0.223 4.008 -6.168 -0.11
C 0.010 4.453 -4.876 -0.10
C -0.063 3.548 -3.829 -0.12
C 0.078 2.188 -4.055 -0.37
C 0.277 1.752 -5.363 -0.11
C 0.349 2.650 -6.410 -0.09
As 0.002 0.815 -2.602 1.32
C -1.408 -0.136 -3.564 -0.37
C -1.494 -1.513 -3.705 -0.11
C -2.590 -2.099 -4.313 -0.09
C -3.625 -1.316 -4.789 -0.10
C -3.565 0.058 -4.634 -0.08
C -2.468 0.637 -4.024 -0.12
C 1.700 0.052 -3.286 -0.36
C 1.994 -1.298 -3.385 -0.11
C 3.259 -1.734 -3.740 -0.09
C 4.264 -0.822 -4.006 -0.11
C 3.996 0.532 -3.884 -0.09
C 2.733 0.956 -3.521 -0.13
H 0.281 4.711 -6.987 0.09
H -0.102 5.512 -4.685 0.09
H -0.263 3.880 -2.820 0.06
H 0.376 0.688 -5.555 0.11
H 0.502 2.293 -7.419 0.10
H -0.728 -2.153 -3.294 0.08
H -2.645 -3.178 -4.391 0.10
H -4.491 -1.773 -5.252 0.09
H -4.385 0.678 -4.975 0.10
H -2.434 1.709 -3.878 0.09
H 1.231 -2.030 -3.171 0.07
H 3.465 -2.796 -3.790 0.10
H 5.253 -1.156 -4.290 0.09
H 4.781 1.256 -4.066 0.10
H 2.537 2.017 -3.402 0.10
```

E_HOMO	-5.1	eV
net charge	-1
gap between HOMO and LUMO	7.3469	eV


No. 4
Molecular formula: C48H56N5O6SSiTeY
Method: DFT, the ωB97M-V functional and the def2-TZVPD basis

Geometry as XYZ:
```
119
Properties=species:S:1:pos:R:3:lowdin_charge:R:1
Y -0.168 0.332 -0.122 1.34
O 1.522 0.879 1.745 -0.12
H 2.188 0.211 1.400 0.01
H 1.104 0.462 2.513 0.03
C -2.118 1.757 -2.892 -0.06
C -2.183 1.078 -1.542 -0.41
O -3.148 0.998 -0.837 -0.01
H -3.143 1.882 -3.248 0.09
H -1.507 1.178 -3.577 0.03
H -1.624 2.717 -2.732 0.07
C 0.848 5.545 -8.302 -0.06
C 1.079 4.638 -7.122 -0.28
C 1.572 3.352 -7.282 -0.03
C 1.773 2.498 -6.198 -0.32
C 2.319 1.121 -6.484 -0.10
C 1.471 2.938 -4.900 -0.40
Te 1.636 1.506 -3.286 1.49
N 1.730 0.011 -1.142 -0.24
C 2.801 -0.540 -0.682 -0.60
O 2.985 -0.945 0.541 -0.16
C 4.032 -0.740 -1.545 -0.16
C 3.925 -1.168 -2.862 -0.08
C 5.059 -1.321 -3.650 -0.10
C 6.312 -1.022 -3.129 -0.11
C 6.427 -0.596 -1.810 -0.09
C 5.293 -0.476 -1.019 -0.03
C 2.794 2.814 -2.080 -0.43
C 2.314 3.211 -0.831 -0.14
C 3.014 4.112 -0.047 -0.08
C 4.217 4.629 -0.512 -0.09
C 4.712 4.209 -1.734 -0.06
C 4.027 3.288 -2.533 -0.30
C 4.668 2.815 -3.809 -0.06
C 0.958 4.233 -4.727 -0.29
C 0.614 4.814 -3.378 -0.07
C 0.780 5.058 -5.836 -0.03
H 1.356 5.176 -9.193 0.07
H 1.212 6.553 -8.097 0.07
H -0.214 5.631 -8.544 0.08
H 1.818 3.000 -8.280 0.11
H 2.687 1.068 -7.509 0.07
H 1.559 0.344 -6.367 0.07
H 3.132 0.850 -5.808 0.04
H 2.941 -1.378 -3.260 0.07
H 4.959 -1.662 -4.673 0.10
H 7.195 -1.123 -3.748 0.09
H 7.398 -0.360 -1.394 0.09
H 5.361 -0.162 0.014 0.11
H 1.384 2.809 -0.446 0.06
H 2.623 4.394 0.922 0.08
H 4.780 5.336 0.085 0.09
H 5.670 4.580 -2.083 0.10
H 5.717 3.114 -3.833 0.07
H 4.172 3.221 -4.693 0.07
H 4.623 1.726 -3.883 0.05
H 0.386 4.052 -2.638 0.03
H -0.252 5.476 -3.454 0.08
H 1.448 5.396 -2.977 0.09
H 0.391 6.060 -5.679 0.11
C 0.630 4.332 2.992 -0.07
C -0.554 4.867 2.203 -0.16
C -1.758 3.901 2.108 -0.31
C -2.901 4.581 1.351 -0.17
C -4.144 3.719 1.204 -0.06
C -2.206 3.577 3.523 -0.43
O -2.758 4.397 4.228 0.09
N -1.894 2.328 3.988 0.22
C -1.257 1.307 3.268 -0.51
O -0.828 0.346 3.874 0.07
N -1.119 1.469 1.912 0.09
C -1.283 2.668 1.368 -0.45
O -0.954 2.809 0.160 -0.06
H 1.456 5.044 2.966 0.07
H 1.007 3.388 2.588 0.07
H 0.381 4.169 4.043 0.08
H -0.258 5.079 1.173 0.12
H -0.927 5.794 2.644 0.12
H -2.510 4.863 0.372 0.12
H -3.137 5.496 1.897 0.12
H -3.943 2.801 0.649 0.06
H -4.926 4.256 0.666 0.08
H -4.556 3.446 2.179 0.08
H -2.064 2.132 4.964 0.16
C -1.717 -3.437 -1.055 -0.23
Si -1.169 -1.876 -1.950 0.57
C 0.278 -2.360 -3.039 -0.26
C -2.589 -1.590 -3.182 -0.31
C -2.369 -1.270 -4.527 -0.12
C -3.414 -0.966 -5.394 -0.10
C -4.725 -0.980 -4.940 -0.11
C -4.977 -1.306 -3.612 -0.10
C -3.925 -1.604 -2.757 -0.12
H -1.899 -4.215 -1.804 0.03
H -2.630 -3.298 -0.474 0.01
H -0.942 -3.791 -0.370 0.01
H -0.008 -3.172 -3.718 0.03
H 1.109 -2.694 -2.414 0.02
H 0.648 -1.517 -3.627 -0.02
H -1.356 -1.246 -4.914 0.09
H -3.205 -0.716 -6.428 0.09
H -5.543 -0.741 -5.608 0.09
H -5.995 -1.323 -3.241 0.09
H -4.152 -1.835 -1.720 0.09
N 1.298 -2.660 1.762 0.13
C -0.003 -2.503 2.016 -0.70
N -0.777 -1.592 1.465 0.01
C -2.094 -1.764 1.918 -0.33
C -3.184 -1.001 1.519 -0.03
C -4.433 -1.283 2.051 -0.07
C -4.612 -2.312 2.975 -0.10
C -3.531 -3.082 3.373 -0.10
C -2.287 -2.795 2.834 -0.48
S -0.774 -3.594 3.124 1.09
H 1.861 -1.991 1.182 0.06
H 1.813 -3.337 2.297 0.09
H -3.081 -0.201 0.803 0.07
H -5.283 -0.689 1.739 0.10
H -5.594 -2.515 3.381 0.10
H -3.658 -3.886 4.086 0.10
```

expectation value of S²	0.760
E_HOMO (alpha / beta)	-4.4 / -4.4	eV
net charge	-1
gap between HOMO and LUMO (alpha / beta)	6.6195 / 5.8081	eV
spin multiplicity	2


So what do the calculations give for energy above the lowest of the compared OMol25 structures with the same formula, charge and spin? Going down the list: 65.3 31.3 54.7 26.4 kcal/mol.